{"formula": "C43H39CrIN2PS", "method": "ωB97M-V/def2-TZVPD", "symbols": ["Cr", "S", "C", "C", "C", "C", "C", "C", "C", "C", "C", "N", "H", "H", "H", "H", "H", "H", "I", "C", "C", "C", "C", "C", "C", "C", "C", "C", "P", "C", "C", "C", "C", "C", "C", "C", "C", "C", "C", "C", "C", "C", "H", "H", "H", "H", "H", "H", "H", "H", "H", "H", "H", "H", "H", "H", "H", "H", "C", "C", "C", "C", "C", "C", "C", "C", "C", "C", "C", "C", "N", "H", "H", "H", "H", "H", "H", "H", "H", "H", "H", "H", "H", "H", "H", "H", "H", "H"], "positions_angstrom": [[0.05323, 1.08422, -0.65391], [3.31127, 3.36125, -2.82473], [3.89110, 1.75560, -2.78748], [2.99412, 0.89696, -2.22693], [1.76380, 1.50449, -1.78359], [1.84368, 2.85338, -2.05698], [0.78366, 3.74888, -1.65494], [0.72364, 5.12085, -1.91978], [-0.35127, 5.85269, -1.46708], [-1.36557, 5.20294, -0.77148], [-1.24078, 3.84933, -0.55096], [-0.18988, 3.13020, -0.96067], [4.86693, 1.52559, -3.19490], [3.22959, -0.15629, -2.13990], [1.52749, 5.58515, -2.47863], [-0.40484, 6.92081, -1.64561], [-2.23068, 5.73533, -0.39775], [-1.99796, 3.30546, -0.00293], [-2.06401, 0.83687, -2.56019], [-3.15659, -0.71440, -1.66496], [-4.47039, -0.40851, -1.48903], [-5.39533, -1.41329, -1.13229], [-4.97628, -2.70268, -1.06836], [-3.61257, -3.03890, -1.25737], [-3.23393, -4.40097, -1.26177], [-1.93980, -4.75401, -1.46285], [-0.95409, -3.74787, -1.53167], [-1.24562, -2.41105, -1.46461], [0.21302, -1.30088, -1.11546], [1.29250, -1.85380, -2.50700], [1.10111, -1.29626, -3.76866], [1.84376, -1.72936, -4.85699], [2.79554, -2.72992, -4.70141], [3.00456, -3.28288, -3.44687], [2.25838, -2.84708, -2.35702], [0.99794, -2.11363, 0.33047], [0.41829, -3.09301, 1.13136], [1.09471, -3.58914, 2.24077], [2.35916, -3.11997, 2.55581], [2.93584, -2.12665, 1.77387], [2.25038, -1.61307, 0.68430], [-2.62754, -2.02233, -1.46378], [-4.81195, 0.60508, -1.65483], [-6.43526, -1.15720, -0.97001], [-5.68397, -3.50387, -0.88415], [-4.00224, -5.15454, -1.12232], [-1.65185, -5.79694, -1.51354], [0.08253, -4.04997, -1.59851], [0.38218, -0.49939, -3.90776], [1.68466, -1.27494, -5.82781], [3.37360, -3.07181, -5.55148], [3.75207, -4.05598, -3.30917], [2.45241, -3.27054, -1.37889], [-0.57267, -3.46621, 0.91287], [0.62460, -4.34509, 2.85882], [2.88850, -3.51263, 3.41563], [3.91650, -1.73983, 2.02182], [2.68779, -0.81190, 0.10186], [3.04452, 1.98726, 1.61169], [2.06773, 2.68203, 2.55245], [1.45739, 3.93231, 1.90831], [0.96592, 1.81446, 3.15923], [0.94167, 1.78777, 4.54995], [-0.07072, 1.17094, 5.26209], [-1.12140, 0.60948, 4.55873], [-1.16129, 0.60750, 3.16861], [-2.40954, -0.01905, 2.55279], [-3.17834, 0.91656, 1.61699], [-2.10785, -1.36184, 1.88218], [-0.07639, 1.16322, 2.42826], [-0.07353, 1.07964, 1.04136], [3.84939, 2.67710, 1.33919], [2.55279, 1.66571, 0.70126], [3.48696, 1.11765, 2.09981], [2.66287, 3.02092, 3.40370], [0.76271, 3.64586, 1.11912], [2.23784, 4.56646, 1.47250], [0.90756, 4.51817, 2.65081], [1.74586, 2.27791, 5.08979], [-0.05501, 1.15173, 6.34623], [-1.94893, 0.16519, 5.10316], [-3.06924, -0.22960, 3.39691], [-2.58049, 1.13472, 0.73554], [-3.41503, 1.85758, 2.12157], [-4.11483, 0.44819, 1.29818], [-1.40052, -1.21572, 1.06840], [-3.02311, -1.81344, 1.48188], [-1.66041, -2.05698, 2.59880]], "de_lowest_kj_mol": 0.00, "total_charge": 0, "multiplicity": 2, "s2": 0.9653, "total_energy_ha": -3853.14877, "orbital_gap_ev": [6.68, 6.55], "lumo_ev": [-0.185, -0.177]}